135
Properties=species:S:1:pos:R:3:forces:R:3 method="wB97M-V/def2-TZVPD" energy_ha=-3110.09129 e_homo_ev=-6.0 charge=-1 relative_energy_kj_mol=42.82 gap_ev=8.31
Cl -15.647 -12.375 -5.863 -0.03 0.06 -0.82
O -14.998 -13.481 -5.195 -0.21 0.07 0.05
O -14.786 -11.213 -5.823 -0.24 -0.09 0.17
O -15.910 -12.722 -7.254 0.12 0.01 0.55
O -16.920 -12.079 -5.216 0.29 -0.06 0.02
C -21.759 -7.728 -2.709 0.41 0.16 -0.51
O -22.048 -8.277 -1.471 0.39 -0.22 1.08
C -22.924 -9.372 -1.506 -1.36 0.43 -0.73
C -22.430 -10.560 -2.262 -0.04 -0.99 -0.66
N -21.411 -11.293 -1.522 1.43 0.44 -1.34
C -20.582 -12.179 -2.432 -0.19 0.33 0.73
C -19.512 -11.417 -3.196 0.13 0.09 -0.09
O -18.680 -10.783 -2.235 -0.43 -0.15 0.21
C -17.745 -9.910 -2.816 0.41 0.30 0.27
H -20.967 -7.003 -2.543 -0.05 0.19 -0.10
H -22.634 -7.242 -3.158 -0.04 0.01 -0.03
H -21.371 -8.479 -3.404 0.01 0.16 -0.13
H -23.841 -9.050 -2.037 -0.03 0.02 0.25
H -23.200 -9.617 -0.486 0.18 -0.05 0.16
H -22.113 -10.234 -3.271 0.13 -0.08 0.22
H -23.263 -11.239 -2.488 -0.09 0.10 0.31
H -20.708 -10.560 -1.338 -0.31 -0.38 0.67
H -21.196 -12.751 -3.133 -0.15 0.08 0.17
H -20.069 -12.881 -1.775 -0.10 -0.15 -0.13
H -19.946 -10.655 -3.870 0.02 -0.09 0.09
H -18.882 -12.082 -3.805 -0.31 -0.01 -0.02
H -17.026 -9.650 -2.036 0.02 -0.09 -0.03
H -18.214 -8.966 -3.123 -0.04 -0.18 -0.30
H -17.209 -10.394 -3.637 -0.09 0.18 -0.04
C -14.957 -13.458 -12.694 -0.48 0.98 -0.06
O -14.617 -14.474 -11.827 0.47 -0.63 0.40
C -15.606 -14.940 -10.922 0.24 -1.06 -0.09
C -16.467 -13.905 -10.267 -0.04 -0.20 0.33
N -17.543 -13.430 -11.113 0.39 -0.31 -0.26
C -18.470 -12.638 -10.364 -0.35 0.47 -0.27
C -19.615 -12.199 -11.245 -0.64 -0.44 0.27
O -19.231 -11.308 -12.252 0.87 0.08 -0.42
C -18.758 -10.104 -11.704 -0.61 0.94 -0.52
H -15.201 -12.531 -12.145 -0.07 -0.10 -0.11
H -15.808 -13.712 -13.340 0.10 -0.03 -0.10
H -14.086 -13.197 -13.290 0.06 -0.28 -0.18
H -15.067 -15.467 -10.126 0.10 0.18 -0.22
H -16.179 -15.738 -11.419 -0.35 0.39 -0.05
H -15.816 -13.136 -9.819 -0.18 0.20 -0.20
H -16.943 -14.374 -9.401 0.11 -0.08 0.00
H -17.165 -12.873 -11.867 -0.17 0.05 -0.11
H -17.982 -11.732 -9.980 -0.16 -0.17 0.57
H -18.860 -13.240 -9.545 0.00 0.11 0.21
H -20.403 -11.743 -10.624 0.05 0.04 -0.01
H -20.048 -13.046 -11.778 0.03 -0.17 0.16
H -18.573 -9.412 -12.530 -0.17 -0.08 -0.08
H -17.825 -10.118 -11.139 -0.15 -0.44 0.15
H -19.581 -9.708 -11.097 0.41 0.34 0.29
C -11.837 -9.943 -9.243 0.43 -0.47 -0.56
O -11.309 -10.617 -8.135 -0.62 -0.35 -0.42
C -11.181 -9.772 -7.036 0.12 -0.04 -0.56
C -10.971 -10.570 -5.787 0.66 0.36 1.13
N -9.657 -11.272 -5.875 -0.56 0.67 0.87
C -9.243 -12.128 -4.743 0.06 -0.06 0.46
C -10.234 -12.878 -3.866 -0.37 -1.02 -0.72
O -10.970 -13.877 -4.584 0.20 0.66 0.13
C -11.885 -14.535 -3.737 0.01 0.07 0.00
H -12.790 -9.445 -9.035 0.10 0.22 0.19
H -12.042 -10.685 -10.021 0.11 0.01 0.18
H -11.082 -9.244 -9.649 -0.38 0.16 0.08
H -12.080 -9.150 -6.954 -0.01 0.12 0.25
H -10.310 -9.124 -7.244 -0.07 0.24 0.39
H -11.814 -11.210 -5.544 0.07 -0.42 -0.44
H -10.960 -9.803 -4.972 0.01 -0.35 -0.12
H -9.028 -10.480 -5.744 0.17 -0.26 -0.71
H -8.682 -11.521 -4.003 -0.06 -0.17 -0.14
H -8.539 -12.868 -5.129 0.00 -0.01 -0.07
H -10.941 -12.219 -3.349 0.09 0.07 0.05
H -9.644 -13.469 -3.146 0.06 0.62 0.31
H -12.519 -15.165 -4.359 0.02 -0.08 0.03
H -12.539 -13.817 -3.228 0.04 -0.07 0.06
H -11.356 -15.158 -3.001 -0.11 0.06 0.04
C -17.267 -15.069 2.422 1.03 -0.81 -0.01
O -18.159 -14.513 1.505 -0.26 -0.53 0.34
C -17.692 -13.337 0.896 -0.67 0.87 -0.29
C -16.490 -13.578 0.016 0.51 -0.48 0.15
N -16.733 -14.632 -0.968 0.24 0.00 -0.35
C -17.175 -14.084 -2.259 -0.27 0.10 0.56
C -17.933 -15.081 -3.087 0.17 -0.29 -0.93
O -19.276 -15.088 -2.641 0.05 -0.03 0.50
C -20.139 -15.782 -3.483 -0.13 0.11 -0.62
H -17.565 -16.094 2.654 -0.43 0.22 0.10
H -17.148 -14.503 3.355 -0.22 0.15 -0.11
H -16.262 -15.207 1.987 -0.19 0.24 0.12
H -17.533 -12.557 1.655 0.28 -0.04 -0.02
H -18.537 -13.000 0.290 0.05 0.06 -0.09
H -15.641 -13.849 0.658 -0.01 -0.01 -0.20
H -16.173 -12.673 -0.503 -0.22 0.12 0.02
H -17.448 -15.269 -0.633 0.02 0.14 0.16
H -16.336 -13.675 -2.824 0.09 -0.10 0.05
H -17.896 -13.273 -2.074 0.26 0.11 -0.25
H -17.548 -16.115 -3.076 0.21 0.19 0.40
H -17.851 -14.793 -4.149 -0.30 0.22 0.18
H -19.716 -16.738 -3.816 -0.05 -0.02 0.10
H -20.350 -15.176 -4.379 0.01 -0.17 -0.03
H -21.081 -15.956 -2.967 0.02 -0.03 0.12
C -19.423 -8.583 -7.133 -0.20 -0.11 -0.22
C -18.019 -8.915 -7.605 0.13 0.10 1.16
C -17.452 -7.856 -8.498 1.29 -0.34 -0.54
O -18.150 -7.897 -9.699 -0.98 0.02 -0.52
C -17.852 -6.870 -10.590 0.24 0.40 0.21
N -17.159 -8.973 -6.414 0.06 -0.42 -0.07
H -19.752 -9.358 -6.437 -0.09 0.08 0.03
H -20.133 -8.532 -7.962 0.04 -0.06 -0.01
H -19.421 -7.619 -6.622 0.03 -0.03 0.09
H -18.014 -9.888 -8.113 -0.08 0.18 -0.34
H -16.397 -8.115 -8.719 -0.03 0.03 0.15
H -17.401 -6.851 -8.057 -0.50 -0.05 0.18
H -18.084 -5.887 -10.151 0.06 -0.04 -0.04
H -18.473 -7.002 -11.472 0.08 -0.06 -0.14
H -16.784 -6.883 -10.851 -0.08 0.04 -0.17
H -17.388 -9.848 -5.937 0.18 0.25 0.14
H -16.195 -9.114 -6.716 -0.09 -0.06 0.16
C -13.486 -16.092 -7.709 -0.23 0.72 -0.43
C -12.462 -15.019 -8.145 0.22 -0.29 1.71
C -12.790 -14.458 -9.493 0.20 -0.21 -0.42
O -11.796 -13.542 -9.873 0.19 0.22 0.10
C -11.952 -13.126 -11.191 -0.77 0.10 -0.34
N -12.340 -13.936 -7.139 -1.38 -0.14 -0.17
H -13.494 -16.957 -8.382 -0.03 0.01 0.13
H -14.480 -15.623 -7.695 0.02 -0.19 -0.05
H -13.290 -16.397 -6.683 0.15 -0.19 -0.03
H -11.479 -15.513 -8.148 -0.05 0.20 -0.39
H -13.789 -13.993 -9.506 0.34 0.07 0.21
H -12.799 -15.266 -10.249 -0.20 0.01 0.22
H -12.044 -13.996 -11.867 0.37 0.26 -0.04
H -11.132 -12.458 -11.438 0.25 -0.18 -0.12
H -12.892 -12.556 -11.351 0.26 -0.10 0.26
H -13.290 -13.568 -6.954 0.44 0.13 -0.62
H -12.185 -14.345 -6.226 0.69 -0.15 -0.15



13
Properties=species:S:1:pos:R:3:forces:R:3 method="wB97M-V/def2-TZVPD" energy_ha=-398.63416 e_homo_ev=-9.3 charge=0 relative_energy_kj_mol=378.90 gap_ev=8.73
C 0.273 1.483 -1.786 -0.13 -4.70 1.96
O 0.805 1.189 -0.378 -1.09 0.43 -0.72
C 0.216 0.166 0.227 0.48 -0.90 1.01
C -0.501 -0.969 -0.106 0.75 -0.55 -2.05
C -0.830 -1.502 1.253 -0.76 -0.32 0.36
N -0.387 -0.951 2.344 -1.09 -1.00 -1.28
C 0.498 -0.040 1.862 2.91 1.53 -0.44
O 1.502 0.283 2.465 -1.49 0.43 -1.44
H 0.701 2.384 -2.162 0.00 0.63 0.13
H 0.734 0.537 -2.282 -1.24 1.92 -0.11
H -0.866 1.363 -1.636 1.84 0.65 -0.88
H -0.640 -1.635 -1.243 0.17 2.59 3.98
H -1.506 -2.308 1.442 -0.36 -0.70 -0.51